# C5H11N

An isolated molecule of C5H11N at a distorted geometry (wB97M-V/def2-TZVPD, the OMol25 dataset).

```
! RIJCOSX wB97M-V def2-TZVPD def2/J DEFGRID3
* xyz 0 1
C -0.873 2.052 -0.401
C -0.758 0.983 0.676
C 0.092 -0.216 0.234
C 1.224 -0.667 1.119
C -0.291 -0.933 -0.808
N 0.463 -2.026 -1.315
H -1.231 1.677 -1.344
H -1.482 2.893 -0.071
H 0.123 2.439 -0.604
H -0.305 1.479 1.531
H -1.705 0.525 0.946
H 1.285 -0.157 2.077
H 2.162 -0.521 0.579
H 1.168 -1.743 1.309
H -1.007 -0.639 -1.570
H 1.176 -2.332 -0.672
H -0.042 -2.815 -1.685
*
```

Computed properties:
Energy relative to the best compared isomer or geometry (same formula, charge and spin), eV: 0.697
Lowest unoccupied orbital energy, eV: 1.07
SMILES string: CC/C(C)=C/N
Max |F|, eV/Å: 2.05
HOMO, eV: -7.83

***

# CH3NOS2

A structure of composition CH3NOS2 at a distorted geometry (wB97M-V/def2-TZVPD, the OMol25 dataset).

```
! RIJCOSX wB97M-V def2-TZVPD def2/J DEFGRID3
* xyz 0 1
C 1.570 -0.221 -0.088
N -0.896 0.063 -0.886
O -3.110 0.909 1.123
S -0.178 0.081 0.491
S -3.130 0.239 -0.189
H 1.711 -1.149 -0.681
H 2.183 -0.529 0.880
H 1.850 0.606 -0.650
*
```

Computed properties:
Energy relative to the best compared isomer or geometry (same formula, charge and spin), eV: 4.091
Lowest unoccupied orbital energy (alpha / beta), eV: -1.67 / -1.76
Max |F|, eV/Å: 4.69
HOMO (alpha / beta), eV: -7.61 / -7.50

***

# C5H15O3

A structure of composition C5H15O3 at a distorted geometry (wB97M-V/def2-TZVPD, the OMol25 dataset).

```
! RIJCOSX wB97M-V def2-TZVPD def2/J DEFGRID3
* xyz 0 2
C 1.065 -0.028 1.475
O 0.029 0.792 1.264
C 1.203 -0.830 0.030
C 0.397 -0.159 -1.092
C 0.224 -1.147 -2.218
C -1.327 -1.461 -2.177
H 2.029 0.401 1.583
H 0.814 -1.071 1.981
H 0.837 -1.811 0.200
H 2.308 -0.821 -0.227
H 1.073 0.714 -1.350
H -0.584 0.159 -0.789
H 1.020 -1.960 -1.938
H 0.555 -0.724 -3.245
H -1.668 -1.475 -1.113
H -1.473 -2.478 -2.768
H -1.964 -0.877 -2.747
H -1.499 0.954 2.338
H -1.827 2.303 2.383
O -2.219 1.490 2.446
H 0.008 1.903 1.800
H 0.555 3.293 1.673
O 0.445 2.834 2.492
*
```

Computed properties:
⟨S²⟩: 0.757
Energy relative to the best compared isomer or geometry (same formula, charge and spin), eV: 2.705
Lowest unoccupied orbital energy (alpha / beta), eV: 0.60 / -3.34
Max |F|, eV/Å: 5.11
HOMO (alpha / beta), eV: -10.72 / -10.27

***

# C45H79O44P7

A cluster of 11 separate species, C45H79O44P7 in total at a distorted geometry (wB97M-V/def2-TZVPD, the OMol25 dataset).

```
! RIJCOSX wB97M-V def2-TZVPD def2/J DEFGRID3
* xyz 0 1
O 3.496 6.792 -9.209
C 4.265 6.898 -8.299
C 5.443 7.791 -8.268
C 6.505 7.709 -7.411
O 7.601 8.572 -7.535
C 6.621 6.624 -6.406
O 7.660 6.515 -5.722
C 5.455 5.831 -6.260
C 4.380 5.908 -7.075
O 3.510 4.851 -7.041
H 5.377 8.558 -9.025
H 8.336 8.554 -6.917
H 5.389 5.013 -5.558
H 3.626 4.355 -7.855
O -9.664 -4.004 -0.428
C -10.495 -4.453 -1.193
C -11.901 -4.367 -0.776
C -13.071 -4.753 -1.455
O -14.383 -4.366 -1.174
C -12.856 -5.576 -2.717
O -13.774 -6.031 -3.296
C -11.452 -5.288 -3.347
C -10.360 -4.929 -2.620
O -9.138 -4.772 -3.102
H -12.080 -3.580 -0.059
H -15.031 -4.737 -1.777
H -11.213 -5.652 -4.335
H -9.227 -4.962 -4.039
O -4.956 3.325 -0.771
C -4.659 4.005 0.169
C -3.366 4.634 0.331
C -3.033 5.518 1.353
O -1.799 6.073 1.357
C -3.998 5.960 2.409
O -3.893 6.910 3.127
C -5.071 5.055 2.494
C -5.325 4.186 1.457
O -6.418 3.305 1.593
H -2.550 4.399 -0.336
H -1.599 6.466 2.210
H -5.604 5.105 3.432
H -6.618 2.933 0.731
O 3.952 -8.994 -8.165
C 3.213 -8.270 -7.465
C 3.787 -7.156 -6.736
C 3.054 -6.437 -5.812
O 3.688 -5.332 -5.242
C 1.578 -6.488 -5.688
O 0.837 -5.744 -5.066
C 1.007 -7.683 -6.378
C 1.782 -8.495 -7.128
O 1.210 -9.622 -7.731
H 4.806 -6.810 -6.835
H 3.319 -5.069 -4.396
H -0.004 -8.016 -6.192
H 1.866 -9.951 -8.350
C -6.860 -2.704 -11.530
O -5.976 -2.362 -10.518
P -5.196 -3.465 -9.678
O -6.048 -4.430 -8.940
O -4.242 -4.141 -10.811
C -4.352 -5.408 -11.464
O -4.147 -2.454 -8.876
C -4.576 -1.783 -7.705
H -6.830 -3.779 -11.709
H -6.720 -2.115 -12.437
H -7.840 -2.598 -11.065
H -5.058 -5.964 -10.847
H -3.331 -5.762 -11.606
H -4.702 -5.442 -12.495
H -3.667 -1.799 -7.103
H -5.520 -2.033 -7.223
H -4.699 -0.708 -7.834
C -8.216 -5.049 5.487
O -6.840 -5.143 5.391
P -6.102 -6.560 5.236
O -6.812 -7.687 5.937
O -4.559 -6.251 5.779
C -3.769 -5.190 5.364
O -5.935 -6.682 3.683
C -4.747 -6.850 2.998
H -8.678 -5.912 5.007
H -8.365 -4.146 4.896
H -8.632 -4.868 6.478
H -4.452 -4.404 5.044
H -3.046 -5.504 4.611
H -3.109 -4.963 6.202
H -3.903 -7.341 3.483
H -4.529 -5.808 2.767
H -4.948 -7.416 2.088
C -7.262 2.907 9.532
O -6.002 2.931 8.841
P -4.611 2.267 9.389
O -3.406 2.300 8.472
O -5.076 0.760 9.954
C -4.140 -0.098 10.484
O -4.180 2.995 10.753
C -4.169 4.419 10.798
H -7.340 3.825 10.114
H -7.346 2.103 10.263
H -8.142 2.847 8.892
H -4.716 -1.022 10.529
H -3.950 0.237 11.503
H -3.190 -0.210 9.960
H -4.079 4.912 9.830
H -3.290 4.785 11.329
H -4.985 4.846 11.382
C 12.314 4.350 5.410
O 11.017 4.845 4.957
P 9.879 4.074 4.065
O 8.534 4.734 3.894
O 10.726 3.786 2.639
C 9.952 3.695 1.413
O 9.935 2.552 4.729
C 8.768 2.298 5.500
H 12.175 4.064 6.453
H 13.079 5.111 5.250
H 12.514 3.444 4.839
H 8.878 3.522 1.485
H 10.393 2.922 0.783
H 9.990 4.718 1.037
H 9.112 2.243 6.533
H 8.599 1.232 5.346
H 7.890 2.930 5.363
C 8.906 -8.883 -0.160
O 7.579 -8.236 0.062
P 7.281 -7.701 1.568
O 8.226 -8.087 2.659
O 7.182 -6.089 1.451
C 8.469 -5.406 1.295
O 5.726 -8.141 1.774
C 4.912 -7.550 2.881
H 8.898 -9.608 -0.974
H 9.272 -9.413 0.719
H 9.674 -8.137 -0.365
H 9.380 -6.002 1.354
H 8.496 -4.675 2.104
H 8.579 -5.001 0.289
H 5.343 -6.576 3.110
H 5.040 -8.218 3.733
H 3.839 -7.473 2.708
C 4.703 9.633 -0.234
O 3.669 10.627 -0.567
P 3.764 12.044 0.194
O 4.377 12.108 1.568
O 4.563 12.940 -0.900
C 5.930 12.903 -0.991
O 2.231 12.601 -0.002
C 1.313 12.331 1.062
H 4.494 8.646 -0.646
H 4.864 9.527 0.839
H 5.690 9.915 -0.599
H 6.244 12.123 -0.297
H 6.351 13.882 -0.763
H 6.293 12.578 -1.966
H 1.784 12.045 2.002
H 0.656 11.481 0.882
H 0.776 13.268 1.213
C 1.397 -0.738 3.861
O 1.884 -1.436 2.789
P 1.283 -1.179 1.282
O 2.125 -1.776 0.206
O -0.226 -1.746 1.432
C -1.236 -1.653 0.365
O 1.181 0.476 1.222
C 2.392 1.264 1.288
H 2.112 0.056 4.076
H 1.283 -1.363 4.747
H 0.484 -0.160 3.718
H -1.442 -2.579 -0.172
H -1.115 -0.823 -0.332
H -2.199 -1.406 0.811
H 2.698 1.405 2.324
H 2.012 2.247 1.009
H 3.176 1.037 0.566
*
```

Computed properties:
Lowest unoccupied orbital energy, eV: -1.90
SMILES string: O=C1C=C(O)C(=O)C=C1O.O=C1C=C(O)C(=O)C=C1O.O=C1C=C(O)C(=O)C=C1O.O=C1C=C(O)C(=O)C=C1O.COP(=O)(OC)OC.COP(=O)(OC)OC.COP(=O)(OC)OC.COP(=O)(OC)OC.COP(=O)(OC)OC.COP(=O)(OC)OC.COP(=O)(OC)OC
Max |F|, eV/Å: 5.69
HOMO, eV: -9.50